# 1
17
Properties=species:S:1:pos:R:3:forces:R:3:nbo_charge:R:1 method="wB97M-V/def2-TZVPD" homo_lumo_gap_ev=2.75 total_charge=+1 e_above_lowest_kcal_mol=121.1 homo_ev=-11.666 energy_ev=-11357.7170
N -1.24953 -1.96487 3.79413 -0.230 -0.575 -1.404 -1.0951
C 0.05427 -0.40516 -1.57090 2.144 0.250 0.123 0.3927
C 1.24860 0.26878 -2.16397 -0.613 -1.090 0.524 -0.6715
C 1.86168 1.24680 -1.15788 -1.181 0.937 1.942 0.4223
O 2.10047 0.83150 -0.05407 0.521 -0.219 -0.818 -0.4412
C -0.71838 0.20680 -0.48166 -1.612 3.061 1.070 0.5029
N -0.89034 1.62592 -0.49044 -0.231 -2.567 -1.363 -0.7798
O -1.10919 -0.44600 0.44794 0.724 -1.345 -0.177 -0.3656
H -0.91586 -2.65504 3.14075 -0.044 -0.088 0.411 0.3655
H -1.37414 -2.25847 4.74001 0.249 0.439 0.176 0.3929
H -1.05078 -1.03919 3.47315 0.021 0.236 0.788 0.3737
H 0.02072 -1.48765 -1.67336 -0.712 -0.018 -0.271 0.2568
H 1.95612 -0.57259 -2.16970 0.165 0.080 -0.908 0.3132
H 1.04973 0.68166 -3.17957 0.169 -0.369 0.321 0.3436
H 1.83498 2.33404 -1.31071 0.435 -0.074 -0.684 0.1830
H -1.68982 1.79544 0.11667 0.170 0.457 0.068 0.4266
H -1.12852 1.83803 -1.46038 0.024 0.885 0.204 0.3800

=====

# 2
63
Properties=species:S:1:pos:R:3:forces:R:3:nbo_charge:R:1 method="wB97M-V/def2-TZVPD" homo_lumo_gap_ev=8.01 smiles="Cc1cccc(/C=C/c2onc(C)c2S(=O)(=O)N2CCC(C(=O)N3CCCCC3)CC2)c1" e_above_lowest_kcal_mol=59.9 homo_ev=-8.219 energy_ev=-48886.0714
C 7.42996 -2.70641 0.70789 0.006 -0.039 0.019 -0.6265
C 6.02553 -2.67949 1.23018 0.029 0.000 0.132 -0.0157
C 4.94697 -2.51331 0.37857 -0.249 0.002 0.119 -0.2017
C 3.63119 -2.49735 0.85257 0.508 -0.094 0.452 -0.0044
C 3.41554 -2.65516 2.22439 0.011 0.025 -0.231 -0.2066
C 4.48665 -2.82189 3.07978 -0.006 -0.007 0.083 -0.1986
C 5.78218 -2.83435 2.59149 -0.037 0.022 -0.136 -0.2044
H 6.61367 -2.96576 3.26895 0.086 -0.010 0.076 0.2095
H 4.31263 -2.94439 4.13882 -0.025 -0.009 0.081 0.2144
H 2.41189 -2.65179 2.61848 -0.122 -0.005 0.070 0.2112
C 2.55410 -2.32273 -0.09749 -0.852 0.104 -0.212 -0.1287
C 1.24321 -2.25964 0.19266 0.925 -0.104 -0.028 -0.2803
C 0.23005 -2.10023 -0.80369 -0.976 0.129 -0.144 0.3595
C -1.13461 -1.92987 -0.66125 0.500 -0.042 0.499 -0.5224
C -1.62018 -1.86525 -1.99340 0.422 -0.031 -0.038 0.1914
N -0.62556 -1.98935 -2.83371 -1.118 0.109 -0.745 -0.1290
O 0.51725 -2.13085 -2.11535 0.505 -0.072 1.081 -0.2659
C -3.02431 -1.70174 -2.43942 -0.075 0.003 -0.205 -0.6649
H -3.19212 -2.28518 -3.34071 -0.058 -0.013 -0.044 0.2392
H -3.69352 -2.02292 -1.64564 -0.067 -0.003 -0.118 0.2569
H -3.22401 -0.65626 -2.67131 -0.061 0.060 0.007 0.2269
S -2.02548 -1.73520 0.85522 -0.030 0.020 -0.012 2.3625
O -1.31562 -2.41544 1.89761 0.215 0.185 -0.105 -0.9402
O -3.39886 -2.07627 0.62493 0.134 0.193 -0.225 -0.9401
N -1.96662 -0.10881 1.18861 -0.233 -1.024 0.092 -0.6664
C -2.65903 0.72334 0.23431 -0.561 0.278 -0.365 -0.2485
C -2.89315 2.10011 0.84752 0.138 -0.081 -0.075 -0.3866
H -3.45891 2.71471 0.14694 -0.048 0.010 -0.002 0.2108
H -3.48160 1.97960 1.75881 -0.061 0.030 -0.008 0.2188
C -1.54955 2.75296 1.20513 0.078 -0.011 0.151 -0.3180
C -0.75597 3.09127 -0.05826 -0.119 0.133 0.402 0.6994
O 0.17107 2.39771 -0.44189 0.217 -0.318 0.027 -0.6514
N -1.11440 4.20369 -0.74052 0.077 0.301 -0.282 -0.4452
C -2.18331 5.13358 -0.45773 -0.460 -0.012 0.097 -0.2111
H -2.68301 4.88893 0.47677 0.085 0.016 0.002 0.2126
C -3.19638 5.14703 -1.60687 0.165 0.255 0.041 -0.4051
C -2.49752 5.49809 -2.91708 -0.114 -0.305 -0.035 -0.3991
C -1.34492 4.52687 -3.15530 0.074 0.301 0.116 -0.4048
C -0.39776 4.54113 -1.95801 0.235 -0.327 -0.368 -0.2277
H 0.40260 3.81108 -2.08370 -0.074 0.194 0.033 0.2532
H 0.04213 5.53868 -1.84213 0.006 -0.015 0.003 0.1838
H -0.79432 4.79994 -4.05596 0.024 -0.050 -0.048 0.2147
H -1.73638 3.51657 -3.28911 0.031 -0.075 -0.034 0.2028
H -3.20721 5.45440 -3.74460 -0.003 0.090 -0.020 0.2129
H -2.10930 6.51778 -2.86019 -0.003 0.080 -0.031 0.1948
H -3.98206 5.87076 -1.38523 -0.060 -0.017 0.028 0.2130
H -3.65686 4.16067 -1.69603 -0.054 -0.039 0.046 0.1976
H -1.74578 6.13625 -0.35917 -0.065 -0.045 0.078 0.1914
H -1.72512 3.67718 1.76486 -0.029 -0.075 -0.084 0.2230
C -0.76858 1.80038 2.12118 0.019 -0.047 -0.313 -0.3824
C -0.65547 0.39427 1.53684 0.776 0.015 0.308 -0.2553
H -0.24048 -0.29101 2.27613 0.089 0.151 0.018 0.2285
H 0.00231 0.42222 0.65874 -0.079 -0.025 0.122 0.2215
H 0.23726 2.18822 2.28575 -0.013 -0.032 0.053 0.2274
H -1.28755 1.74651 3.07983 0.009 0.022 0.039 0.2098
H -3.60538 0.22879 0.01148 0.002 0.201 -0.106 0.2377
H -2.07414 0.82695 -0.69321 -0.041 -0.032 -0.006 0.1879
H 0.85581 -2.34100 1.19595 0.074 -0.011 0.086 0.2447
H 2.85208 -2.23138 -1.13472 0.004 0.003 -0.095 0.2118
H 5.12188 -2.39206 -0.68157 0.014 0.019 -0.124 0.2048
H 7.46224 -2.42275 -0.34079 0.061 0.016 -0.065 0.2152
H 8.06198 -2.02558 1.27550 0.084 0.034 -0.017 0.2196
H 7.84750 -3.70822 0.80707 0.086 -0.032 -0.038 0.2216

=====

# 3
59
Properties=species:S:1:pos:R:3:forces:R:3:nbo_charge:R:1 method="wB97M-V/def2-TZVPD" homo_lumo_gap_ev=6.22 total_charge=-1 e_above_lowest_kcal_mol=0.0 homo_ev=-3.946 energy_ev=-74981.2592
Ag 0.08301 -1.14635 -0.86687 -0.115 0.037 -0.097 0.8954
C 3.36879 -2.71132 2.39103 0.029 0.044 -0.063 -0.4306
N 3.25585 -1.43245 1.69114 -0.039 -0.047 0.093 -0.4341
C 4.30590 -1.14809 0.73217 0.002 -0.056 -0.008 -0.4140
C 2.04450 -0.86216 1.49472 -0.136 -0.157 -0.008 0.7157
O 1.86360 0.05758 0.70261 0.005 0.219 0.000 -0.7045
C 0.90406 -1.42941 2.32424 0.092 0.064 -0.043 -0.2100
O -0.32245 -0.89643 1.87105 0.027 0.016 -0.032 -0.5306
C -1.38003 -1.82161 2.00943 -0.143 0.023 0.008 -0.2112
C -2.37622 -1.63752 0.87390 0.272 -0.334 -0.057 0.7190
O -2.29815 -0.68326 0.10898 -0.138 0.228 -0.009 -0.6976
N -3.31408 -2.60869 0.74715 -0.028 0.098 0.113 -0.4358
C -4.03049 -2.68749 -0.51135 -0.015 -0.028 0.002 -0.4156
C -3.17078 -3.88011 1.44598 -0.032 -0.043 -0.049 -0.4260
H 4.42810 -2.94532 2.49029 0.013 0.012 0.011 0.1933
H 2.86709 -3.51457 1.84100 0.018 0.055 0.011 0.2614
H 2.94884 -2.65130 3.39583 -0.018 0.019 -0.033 0.1947
H 4.40691 -1.98620 0.03784 0.000 -0.005 -0.023 0.2096
H 5.25357 -0.98906 1.25173 0.008 -0.020 -0.004 0.1780
H 4.04407 -0.25888 0.16763 -0.010 0.013 0.031 0.2341
H 1.07366 -1.18782 3.38341 -0.024 0.021 0.018 0.1740
H 0.91085 -2.51657 2.20966 0.016 -0.063 0.047 0.2649
H -1.89593 -1.68513 2.97054 0.011 0.010 0.036 0.1734
H -0.99507 -2.84376 1.95661 -0.022 -0.028 0.042 0.2649
H -3.93762 -1.74115 -1.03306 -0.019 0.024 0.005 0.2337
H -5.08507 -2.90759 -0.33125 -0.005 -0.022 0.012 0.1767
H -3.59335 -3.47369 -1.13185 0.026 -0.012 -0.016 0.2134
H -2.38662 -4.49392 0.98913 -0.044 0.066 0.035 0.2559
H -4.12606 -4.40499 1.40097 -0.016 0.021 -0.018 0.1882
H -2.92746 -3.73078 2.49580 -0.010 0.020 0.001 0.2000
O -0.06235 0.70430 -2.34318 0.134 0.263 0.295 -1.0028
S 0.74078 1.67808 -1.51442 0.134 0.184 -0.309 1.2905
C -0.40712 2.46125 -0.37611 0.008 -0.120 -0.032 -0.1646
C 0.07278 3.32767 0.59550 0.061 -0.004 0.016 -0.2245
C -0.82253 3.91101 1.47463 -0.054 -0.006 -0.007 -0.2190
C -2.17861 3.60608 1.38862 0.050 -0.024 -0.014 -0.2123
C -2.63311 2.71184 0.43216 0.011 -0.019 0.010 -0.1863
C -1.74252 2.12638 -0.46021 -0.076 0.053 0.004 -0.2126
C 0.95175 3.10865 -2.59238 -0.149 -0.101 -0.042 -0.1560
C 1.93030 4.04752 -2.31187 0.058 0.042 0.042 -0.2447
C 2.08532 5.13944 -3.15436 -0.023 -0.011 -0.027 -0.2098
C 1.27556 5.27226 -4.27517 -0.003 -0.042 0.020 -0.2131
C 0.31415 4.30911 -4.55784 0.005 -0.027 0.011 -0.2040
C 0.15040 3.21653 -3.71661 0.000 0.097 -0.055 -0.2332
H 1.13446 3.53045 0.67958 -0.023 -0.024 -0.018 0.2143
H -0.46232 4.58740 2.23960 -0.010 -0.006 -0.005 0.2078
H -2.87518 4.04946 2.08931 0.002 0.004 -0.008 0.2064
H -3.68061 2.44096 0.39051 0.021 0.007 0.002 0.2141
H -2.06788 1.39157 -1.18342 0.005 0.023 0.015 0.2632
H 2.57461 3.92720 -1.44772 -0.032 -0.016 -0.020 0.2200
H 2.84780 5.87814 -2.94228 -0.008 0.002 -0.005 0.2111
H 1.40448 6.11976 -4.93663 -0.009 -0.005 0.005 0.2093
H -0.30774 4.40457 -5.43998 0.022 0.007 0.026 0.2122
H -0.57907 2.44164 -3.92065 0.027 0.021 0.019 0.2492
O 0.76535 -4.98075 -1.40853 0.000 0.082 0.058 -1.0029
S 0.49367 -4.01106 -0.36262 0.130 -0.182 -0.152 2.1958
O 1.53916 -2.92598 -0.31996 -0.164 -0.270 0.187 -1.1247
O -0.82061 -3.31345 -0.57876 0.149 -0.214 0.127 -1.1275
S 0.43964 -4.94202 1.44434 0.027 0.115 -0.149 -0.7921

=====

# 4
27
Properties=species:S:1:pos:R:3:forces:R:3:nbo_charge:R:1 method="wB97M-V/def2-TZVPD" homo_lumo_gap_ev=10.98 smiles=C[C@]1(N)OCC(N)(N)[C@@]1(N)[NH3+] total_charge=+1 e_above_lowest_kcal_mol=39.8 homo_ev=-13.488 energy_ev=-14935.2816
C -0.63776 0.69794 1.42238 -2.723 0.868 1.919 -0.1230
C 0.58037 1.04399 0.64630 0.355 -1.082 -0.632 0.2142
C 0.48941 -0.17169 -0.51320 -1.192 1.399 2.915 0.2373
C -0.94546 -0.89862 -0.17178 1.193 1.015 -0.959 0.4026
C -2.14044 -0.52178 -1.07116 -0.176 -0.698 0.814 -0.6736
N 0.67326 2.34066 0.06612 -0.546 0.406 -0.190 -0.8444
N 1.79312 0.85626 1.39695 -0.116 -0.127 2.645 -0.8459
N 0.73205 0.24075 -1.81680 -0.822 0.337 -1.768 -0.8598
N -0.61538 -2.28164 -0.15915 -1.982 -3.487 2.522 -0.9074
N 1.58337 -1.01507 -0.01384 0.256 -1.577 -1.467 -0.7690
O -1.21720 -0.58577 1.16537 1.172 0.966 -0.382 -0.5059
H -0.46494 0.67533 2.47348 0.506 -0.025 1.011 0.2059
H -1.41593 1.50848 1.38454 0.488 -0.641 -0.710 0.2040
H -2.93931 -1.12247 -0.60224 0.191 -0.188 -0.765 0.2501
H -1.88199 -0.83927 -2.07315 -0.570 -0.168 -0.364 0.2084
H -2.61839 0.46821 -1.08411 1.058 0.171 0.166 0.2443
H -0.05441 2.27985 -0.62642 -0.428 1.420 -0.292 0.3687
H 0.56564 3.14638 0.73504 -0.181 -1.304 -1.017 0.4048
H 1.64297 0.75389 2.45970 0.765 0.811 -2.347 0.4235
H 2.45605 1.53277 1.01777 0.182 -0.065 1.011 0.4265
H 0.00608 -0.12404 -2.44779 0.684 0.414 0.158 0.3889
H 0.83140 1.25257 -1.97019 0.157 -0.704 0.208 0.4039
H -1.16435 -2.76934 0.66903 1.487 1.370 -2.169 0.4130
H -0.76532 -2.90416 -0.95342 -0.282 0.841 -0.209 0.3994
H 2.04021 -0.44983 0.82191 -0.002 -0.231 -0.304 0.4453
H 2.13643 -1.11768 -0.83211 1.556 0.493 -0.807 0.4318
H 1.33051 -1.99571 0.07680 -1.029 -0.214 1.013 0.4562

=====

# 5
87
Properties=species:S:1:pos:R:3:forces:R:3:mulliken_charge:R:1 method="wB97M-V/def2-TZVPD" homo_lumo_gap_ev=10.11 total_charge=+1 homo_ev=-12.127 energy_ev=-52188.5621
C 3.71200 2.13812 0.21507 -0.075 0.001 0.047 -1.0594
C 4.10017 1.07871 -0.78771 0.005 0.036 -0.182 -0.3893
O 2.93476 0.34851 -1.13580 -0.048 -0.046 0.136 -0.1560
C 3.17669 -0.80959 -1.91713 0.066 0.103 -0.053 -1.1765
C 1.92176 -1.65221 -1.84205 -0.030 -0.021 -0.062 -0.2075
C 1.68298 -2.17758 -0.43118 0.003 0.002 0.130 -0.5018
C 0.29703 -2.77024 -0.16722 -0.067 0.046 0.006 -1.3147
C -0.89217 -1.94813 -0.64248 -0.037 0.098 0.043 -0.7523
N -1.10223 -0.74591 0.25160 0.031 0.074 0.043 0.6795
C -0.30671 0.48917 -0.08543 -0.013 0.017 -0.125 0.7588
C -0.20492 1.32810 1.17162 -0.052 -0.150 0.091 -1.6243
C -1.58666 1.70341 1.69845 -0.017 0.015 -0.066 1.8155
C -1.51055 2.54203 2.97444 -0.050 -0.012 0.039 -1.2480
C -1.08625 3.98697 2.72718 0.010 0.013 -0.001 -1.0817
C -2.11199 4.80330 1.93319 -0.037 0.013 0.078 -0.2707
C -1.47608 5.86731 1.04785 0.081 0.088 0.009 -1.1530
C -0.78765 5.32017 -0.18680 0.057 -0.043 0.041 -0.2277
O -1.69022 4.50486 -0.91370 -0.047 -0.017 -0.054 -0.3035
C -1.14333 4.02101 -2.11870 0.007 0.058 -0.047 -0.5301
C -2.49268 0.46389 1.87016 -0.041 0.065 0.017 -0.1855
C -2.17163 -0.42692 3.10053 0.066 -0.076 -0.021 -1.3009
B -3.51270 -0.81141 3.85386 0.002 -0.005 -0.095 0.7654
O -4.08241 -2.05592 3.82273 0.183 -0.205 0.223 -0.5519
O -4.17065 0.19266 4.48842 -0.170 0.004 0.131 -0.5340
C -2.53763 -0.39495 0.59614 -0.005 -0.007 -0.010 -1.0213
C -3.34724 0.28594 -0.52453 -0.029 0.081 0.085 0.4621
Cl -5.06592 0.00855 -0.06120 -0.011 0.047 0.002 -0.1175
C -3.15323 -0.15278 -1.96746 -0.033 -0.144 -0.024 -0.1269
C -3.83972 0.78799 -2.94773 -0.054 0.040 0.000 -1.2972
H 3.07623 2.89709 -0.24193 -0.003 0.001 -0.032 0.2369
H 3.15994 1.68202 1.03888 0.059 0.004 0.050 0.1882
H 4.59564 2.62971 0.62000 0.003 0.012 -0.013 0.4516
H 4.84827 0.39419 -0.37158 -0.009 0.007 0.041 0.3819
H 4.52870 1.53653 -1.68744 0.058 -0.032 0.017 0.2673
H 3.38730 -0.52259 -2.95362 0.053 -0.026 0.002 0.4049
H 4.05041 -1.35227 -1.53157 -0.049 -0.002 0.029 0.4531
H 1.97501 -2.49111 -2.53789 0.035 0.005 -0.031 0.5324
H 1.11360 -1.00192 -2.18936 -0.064 -0.073 -0.006 0.0066
H 1.89468 -1.39398 0.30233 0.039 0.068 -0.077 0.3972
H 2.41194 -2.96874 -0.24977 -0.014 -0.005 0.093 0.3996
H 0.17904 -2.92467 0.91361 0.019 -0.156 -0.027 0.3771
H 0.23021 -3.75866 -0.62196 -0.014 0.038 -0.113 0.5421
H -0.77676 -1.59422 -1.66058 0.032 -0.021 -0.024 0.3826
H -1.80819 -2.53403 -0.59543 -0.021 0.000 0.040 0.5818
H -0.71975 -1.04468 1.15480 -0.045 -0.004 -0.024 0.3329
H 0.66813 0.18610 -0.45367 0.036 0.003 0.007 -0.9792
H -0.83595 1.01226 -0.88177 0.004 -0.008 0.002 0.5259
H 0.39121 2.21711 0.96277 0.004 -0.022 -0.020 0.7080
H 0.34106 0.74573 1.92742 0.055 0.095 0.021 -0.0289
H -2.05564 2.33546 0.93561 0.048 -0.060 -0.043 -0.7205
H -0.80855 2.07885 3.67286 -0.015 -0.006 0.045 0.5382
H -2.48970 2.53891 3.46429 0.004 -0.031 0.010 0.3390
H -0.92551 4.46421 3.69552 0.063 0.028 -0.009 0.4784
H -0.11236 4.01153 2.22653 -0.027 -0.049 -0.040 0.4536
H -2.79578 5.29582 2.62667 -0.015 -0.051 0.040 0.4431
H -2.73275 4.15223 1.31378 0.012 0.066 -0.016 0.1586
H -2.22901 6.59577 0.74337 -0.022 -0.032 -0.068 0.4347
H -0.72035 6.41634 1.61934 -0.056 0.053 0.004 0.3084
H 0.10930 4.73826 0.07818 -0.036 -0.022 0.024 0.0800
H -0.45482 6.15350 -0.81709 0.030 -0.034 -0.017 0.5727
H -0.58590 3.08718 -1.96729 0.059 0.010 0.045 0.0867
H -1.96177 3.83769 -2.81322 -0.015 -0.045 0.011 0.1605
H -0.46257 4.74749 -2.57350 -0.041 0.007 -0.014 0.4063
H -3.50560 0.85776 1.97781 -0.002 -0.024 0.115 1.0470
H -1.50990 0.09751 3.78999 -0.028 0.013 0.031 0.1634
H -1.64157 -1.34784 2.81746 0.048 0.053 -0.043 -0.0525
H -3.48788 -2.77662 3.58847 -0.168 0.140 -0.105 0.3178
H -4.96070 -0.10972 4.95810 0.094 0.084 -0.147 0.3122
H -3.01426 -1.34849 0.83032 0.014 -0.041 -0.073 0.6613
H -3.22688 1.36763 -0.45625 0.093 -0.018 -0.036 -0.0723
H -2.08799 -0.18308 -2.20168 -0.008 0.050 -0.010 -0.0162
H -3.54425 -1.16665 -2.08557 0.091 -0.027 0.002 0.3997
H -3.70903 0.44008 -3.97117 0.015 -0.003 0.001 0.4533
H -4.90845 0.85137 -2.74821 0.002 0.004 -0.006 0.3564
H -3.41988 1.79357 -2.87579 -0.020 -0.007 0.003 0.1783
C 5.60611 -6.00438 -0.83479 0.002 -0.009 0.007 -1.0554
C 4.92959 -7.11064 -1.63181 -0.004 0.017 0.018 -0.4030
C 3.99802 -6.57005 -2.72373 0.026 -0.027 0.024 -0.4973
C 2.91081 -5.76047 -2.17211 -0.176 0.083 0.001 0.2299
N 2.05108 -5.13209 -1.73917 0.161 -0.077 -0.040 -0.3720
H 4.87196 -5.39355 -0.30596 0.000 0.005 -0.008 0.2734
H 6.28535 -6.42277 -0.09331 -0.001 0.005 0.002 0.3311
H 6.18681 -5.34858 -1.48657 0.000 -0.002 -0.002 0.2987
H 4.35837 -7.76073 -0.96709 0.004 -0.004 -0.001 0.3053
H 5.67903 -7.73556 -2.11872 -0.010 -0.003 -0.012 0.3083
H 3.54708 -7.38317 -3.29418 0.010 0.004 -0.006 0.3064
H 4.55407 -5.94573 -3.42645 -0.007 -0.004 -0.002 0.2751

=====

# 6
7
Properties=species:S:1:pos:R:3:forces:R:3:nbo_charge:R:1 method="wB97M-V/def2-TZVPD" homo_lumo_gap_ev="5.64 / 5.70" total_charge=-1 e_above_lowest_kcal_mol=143.5 homo_ev="-5.571 / -5.598" energy_ev=-9518.4274
C 0.27068 -0.46053 2.69047 0.509 -0.711 -1.746 -0.0678
C 0.27127 -0.55828 -0.55924 -0.797 1.626 -0.865 0.6562
N -0.22543 -0.02644 3.63757 -0.363 0.351 0.914 -0.6683
N 0.57038 -0.78659 -1.81672 0.577 -2.598 0.806 -0.4051
N -0.39589 0.50431 -0.20362 0.850 0.139 1.539 -0.3347
N -0.02774 0.25983 -2.35593 1.180 0.763 -0.040 -0.0907
N -0.46328 1.06770 -1.39253 -1.956 0.430 -0.608 -0.0896